Entry from OMol25: the molecule C3H8O2SSi (ωB97M-V/def2-TZVPD).

Results
energy relative to the best compared isomer or geometry (same formula, charge and spin)	94.9	kcal/mol
frontier orbital gap (spin up / spin down)	7.08 / 7.58	eV
LUMO (spin up / spin down)	0.6 / 0.6	eV
HOMO energy (spin up / spin down)	-0.2370 / -0.2556	Eh

Each line ends with the Löwdin charge.
Cartesian coordinates (Å):
C -0.58 0.33 0.27  -0.468
C -1.51 -0.48 1.08  -0.005
C -0.38 2.42 -0.81  -0.661
O 0.58 -0.23 -0.17  -0.241
O -1.03 1.43 -0.19  -0.050
Si 0.96 -1.62 -0.92  0.613
S -1.26 3.83 -1.27  0.684
H -1.54 -1.55 0.86  0.053
H -0.95 -0.50 2.15  0.140
H -2.41 0.03 1.29  0.068
H 0.47 2.01 -1.47  0.089
H 2.42 -1.99 -0.32  -0.017
H 1.01 -1.37 -2.35  -0.069
H -0.22 -2.46 -0.67  -0.051
H -1.22 4.32 0.09  -0.085